This record from the OMol25 dataset describes a cluster of 2 separate species, C10H19Cl3N5O4S in total. The level of theory is wB97M-V/def2-TZVPD.

- Gap between HOMO and LUMO: 9.75 eV

The geometry in ORCA input format:
```
! RIJCOSX wB97M-V def2-TZVPD def2/J DEFGRID3
* xyz 1 1
C 4.11277 1.48205 0.27159
C 2.91088 0.56248 0.38051
O 2.14337 0.69227 -0.84680
N 1.05757 -0.13963 -0.83950
C -0.14110 0.24999 -0.43610
N -1.19172 -0.58225 -0.37118
C -2.21405 0.13452 0.07018
N -3.51137 -0.28952 0.24454
C -3.88287 -1.37365 -0.71157
C -3.86173 -0.74588 1.61252
C -2.82198 -1.44860 2.42849
O -4.97291 -0.62114 1.96381
N -1.86918 1.42222 0.28126
C -2.64745 2.55102 0.71743
S -3.01071 2.54782 2.51105
O -4.41645 2.41136 2.66764
O -2.25800 3.60890 3.09429
N -0.51125 1.49109 -0.03696
Cl 0.33693 2.92172 0.04901
H 4.07925 2.23650 1.05358
H 4.13963 1.99392 -0.68558
H 5.02739 0.91614 0.41798
H 2.28046 0.82599 1.23082
H 3.19580 -0.48428 0.48123
H 1.19803 -1.09742 -1.13888
H -3.74284 -1.02108 -1.72670
H -3.30839 -2.28097 -0.53804
H -4.93764 -1.57476 -0.55332
H -1.80078 -1.13464 2.23655
H -2.89425 -2.51636 2.22638
H -3.07061 -1.29432 3.47454
H -3.58174 2.60501 0.16662
H -2.07320 3.45803 0.55942
H -2.38722 1.38647 2.85176
Cl 2.79938 -2.86640 -1.65430
C 3.67941 -1.73846 -2.74128
C 4.94805 -2.35741 -3.26526
Cl 6.14892 -2.56918 -1.96950
H 3.88973 -0.83174 -2.18198
H 3.00927 -1.50232 -3.56602
H 5.38763 -1.69901 -4.01202
H 4.76297 -3.32846 -3.71621
*
```

This record from the OMol25 dataset describes an isolated molecule of C4H8O2. The level of theory is wB97M-V/def2-TZVPD.

- Relative energy (zero: lowest compared OMol25 entry of this formula, charge and spin): 222.1 kJ/mol
- Gap between HOMO and LUMO: 11.22 eV
- SMILES string: CCC(=O)OC

The geometry in ORCA input format:
```
! RIJCOSX wB97M-V def2-TZVPD def2/J DEFGRID3
* xyz 0 1
C -2.29524 -0.09692 -0.11537
C -1.23688 0.83586 0.51578
C 0.35097 0.03262 0.06722
O 0.27639 -0.60871 -0.93935
O 1.57358 0.01274 0.72916
C 2.69887 -0.37295 -0.15299
H -3.06594 -0.37132 0.61062
H -2.82649 0.18689 -1.04017
H -1.70277 -0.96310 -0.36727
H -1.45206 1.90389 0.24545
H -1.32340 0.79153 1.60211
H 3.64070 -0.29413 0.40764
H 2.62191 -1.38333 -0.57137
H 2.74034 0.32695 -0.99145
*
```

This record from the OMol25 dataset describes an isolated molecule of C26H33N5O4S. The level of theory is wB97M-V/def2-TZVPD.

- Gap between HOMO and LUMO: 7.25 eV
- SMILES string: NC(=S)NN=C1c2cc(OCCN3CCOCC3)ccc2-c2ccc(OCCN3CCOCC3)cc21

The geometry in ORCA input format:
```
! RIJCOSX wB97M-V def2-TZVPD def2/J DEFGRID3
* xyz 0 1
N -3.67388 -3.81189 0.00081
C -2.42179 -3.93004 -0.45465
S -1.75334 -5.39290 -0.85285
N -1.63736 -2.83019 -0.60661
N -2.03159 -1.55417 -0.50761
C -1.15297 -0.61146 -0.57103
C -1.52565 0.80254 -0.67126
C -2.77468 1.39956 -0.71394
C -2.84284 2.78610 -0.83789
C -1.67212 3.54507 -0.93237
C -0.42776 2.94598 -0.91407
C -0.35206 1.57063 -0.78769
C 0.79041 0.67874 -0.73958
C 2.14123 0.95272 -0.77984
C 3.05838 -0.08323 -0.66946
C 2.61024 -1.38680 -0.49117
C 1.23895 -1.67323 -0.44557
C 0.32179 -0.64960 -0.59893
H 0.98550 -2.70563 -0.25969
O 3.41549 -2.47830 -0.34718
C 4.81336 -2.32656 -0.44069
C 5.43119 -1.60908 0.77616
N 6.06346 -0.36075 0.38556
C 6.15820 0.59763 1.47530
C 6.72108 1.90960 0.92720
O 7.98870 1.72356 0.34431
C 7.91956 0.77440 -0.69250
C 7.38483 -0.56532 -0.18595
H 7.31488 -1.27003 -1.01629
H 8.08355 -0.97439 0.56544
H 8.93456 0.66447 -1.07738
H 7.26179 1.14435 -1.49400
H 6.85514 2.63679 1.72950
H 6.02229 2.31405 0.17905
H 5.15977 0.77334 1.88159
H 6.81458 0.23029 2.28299
H 4.62395 -1.38197 1.47680
H 6.14070 -2.27674 1.28981
H 5.18467 -3.35102 -0.51664
H 5.07522 -1.78703 -1.35892
H 4.11387 0.13590 -0.69052
H 2.49144 1.96827 -0.88838
H 0.46576 3.54511 -1.00135
H -1.77162 4.61498 -1.02771
O -3.99109 3.52432 -0.88157
C -5.25713 2.90892 -0.94835
C -5.77502 2.40874 0.41473
N -5.47528 1.00452 0.58993
C -6.46381 0.10408 0.03360
H -6.75667 0.44533 -0.96057
C -5.81967 -1.27619 -0.07101
O -5.37557 -1.73812 1.19059
C -4.49947 -0.81480 1.81336
C -5.12769 0.57407 1.92751
H -4.39441 1.26189 2.35133
H -6.00955 0.53193 2.59125
H -4.28519 -1.22816 2.80062
H -3.56942 -0.73602 1.23280
H -6.53558 -2.01907 -0.42717
H -4.97048 -1.21864 -0.76772
H -7.36652 0.04887 0.66832
H -5.27153 2.98351 1.19487
H -6.85486 2.60769 0.48950
H -5.91360 3.70051 -1.32080
H -5.25015 2.08597 -1.67201
H -3.66812 0.80671 -0.62428
H -0.69641 -3.04349 -0.93098
H -4.18194 -4.66491 0.15836
H -4.03772 -2.96142 0.40484
*
```

This record from the OMol25 dataset describes a structure of composition C3H3FInO3. The level of theory is wB97M-V/def2-TZVPD.

- Gap between HOMO and LUMO: 2.54 eV

The geometry in ORCA input format:
```
! RIJCOSX wB97M-V def2-TZVPD def2/J DEFGRID3
* xyz 3 1
In 3.64676 1.82214 3.13349
C -1.18227 -0.78361 -0.15466
C -0.32298 0.04451 -1.30570
O 0.49277 0.81979 -0.55523
C 0.62177 0.29538 0.73698
O 1.34333 0.62584 1.58080
O -0.29065 -0.73612 0.86313
F -0.95806 0.68480 -2.18398
H -1.53499 -1.81652 -0.34047
H -2.11982 -0.13134 0.01495
H 0.30414 -0.82486 -1.78933
*
```

This record from the OMol25 dataset describes an isolated molecule of C2H5NO2. The level of theory is wB97M-V/def2-TZVPD.

- Relative energy (zero: lowest compared OMol25 entry of this formula, charge and spin): 264.2 kJ/mol
- Gap between HOMO and LUMO: 10.62 eV
- SMILES string: O=CNCO

The geometry in ORCA input format:
```
! RIJCOSX wB97M-V def2-TZVPD def2/J DEFGRID3
* xyz 0 1
C 0.68119 -0.19181 -0.65060
C -1.44825 0.06225 0.80876
N -0.31278 -0.49084 0.62261
O 1.95369 0.68416 -0.86910
O -2.01261 0.85120 0.09496
H 0.03141 0.16182 -1.51138
H 1.08309 -1.22251 -0.67754
H -2.07902 -0.45343 1.72359
H 0.32481 -1.01102 1.33217
H 1.77846 1.61019 -0.87346
*
```

Which HOMO energy belongs to each record? In order, -13.22, -10.18, -7.64, -23.13, -9.94 eV.